Density functional theory data (ωB97M-V/def2-TZVPD) for a structure of composition C35H52AsGdOP3Se at a distorted geometry.

The geometry in XYZ format:
```
94
Properties=species:S:1:pos:R:3
Gd 1.06190 0.00612 -0.44383
P 2.95661 1.77706 0.71840
P 0.09803 1.41644 -2.71385
P 1.24013 -2.13507 1.41653
H -0.92018 -3.11996 -4.07890
C -1.12338 -3.60643 -3.12234
C -2.19541 -3.25415 -2.38311
H -2.85661 -2.43879 -2.69420
C 4.74864 1.82848 0.34608
C 2.51923 3.53559 0.41444
C 2.99914 1.74750 2.55289
C -1.07736 0.57394 -3.83937
C -0.73816 3.01991 -2.44990
C 1.45061 1.87367 -3.86437
C 0.06992 -3.51730 1.13206
C 0.82389 -1.66706 3.13694
C 2.84402 -2.99035 1.61472
H -0.45364 -4.40921 -2.80156
H -2.46625 -3.79523 -1.47361
H 5.21133 2.69713 0.83632
H 4.89489 1.89958 -0.73954
H 5.22769 0.90739 0.70306
H 3.26565 4.18984 0.88743
H 1.52410 3.75776 0.82438
H 2.50220 3.72759 -0.66790
H 3.65744 2.54685 2.92195
H 3.38289 0.77585 2.89249
H 1.99106 1.88897 2.96432
H -0.81524 0.78471 -4.88553
H -2.09709 0.92880 -3.63962
H -1.04030 -0.51114 -3.66662
H -0.81220 3.58480 -3.38985
H -0.17718 3.61460 -1.71634
H -1.74440 2.84825 -2.04490
H 1.02055 2.27746 -4.79086
H 2.05992 0.98414 -4.08000
H 2.09882 2.62773 -3.39870
H 0.43202 -4.42236 1.64094
H -0.01719 -3.71109 0.05332
H -0.92396 -3.24797 1.51658
H 1.25137 -2.38649 3.85012
H -0.26641 -1.63806 3.26005
H 1.21322 -0.66451 3.36197
H 2.70778 -3.90965 2.20048
H 3.55712 -2.32854 2.12479
H 3.24472 -3.23221 0.62141
C 3.18361 -2.62974 -3.21734
C 2.23536 -3.37826 -3.92951
C 2.64747 -4.39852 -4.79623
C 4.00824 -4.69454 -4.94926
C 4.95606 -3.97430 -4.20980
C 4.54583 -2.96316 -3.33808
Se 2.73410 -1.04094 -2.12668
H 1.07252 -1.57189 -1.49980
H 1.17360 -3.16717 -3.80104
H 1.90494 -4.96964 -5.36339
H 4.32943 -5.48045 -5.63869
H 6.02080 -4.20166 -4.31536
H 5.28237 -2.40621 -2.75786
O -0.62163 0.68110 0.69862
As -2.01480 1.03689 1.70396
C -1.28739 1.43576 3.46015
C -0.57131 2.62725 3.64443
C -0.07867 2.96251 4.91345
C -0.29532 2.10739 5.99992
C -0.99354 0.91045 5.81304
C -1.48058 0.56902 4.54543
C -2.81373 2.60941 0.91232
C -2.04408 3.76083 0.70222
C -2.63857 4.91266 0.16579
C -3.99211 4.90203 -0.19247
C -4.75721 3.74658 0.00486
C -4.17322 2.60392 0.57006
C -3.18976 -0.46034 1.36227
C -3.69133 -1.26161 2.39720
C -4.46820 -2.38650 2.09390
C -4.81526 -2.66484 0.76867
C -4.35796 -1.83165 -0.25938
C -3.53620 -0.73875 0.03324
H -0.41127 3.30362 2.80461
H 0.46952 3.89617 5.04683
H 0.08091 2.37386 6.98808
H -1.16575 0.23371 6.65191
H -2.00028 -0.37801 4.40549
H -0.98128 3.76477 0.94322
H -2.03579 5.80981 0.02473
H -4.44623 5.79457 -0.62292
H -5.81025 3.73217 -0.27546
H -4.77340 1.70975 0.73920
H -3.49347 -1.00362 3.43640
H -4.80791 -3.03913 2.90016
H -5.43877 -3.52908 0.53074
H -4.62494 -2.04171 -1.29574
H -3.16447 -0.10708 -0.77866
```

Computed properties:
⟨S²⟩ ... 16.04
LUMO (spin up / spin down) ... -0.368 / -0.404 hartree
Total charge ... +3
HOMO (spin up / spin down) ... -16.323 / -16.309 eV
2S+1 ... 8

=====

Density functional theory data (ωB97M-V/def2-TZVPD) for a cluster of 2 separate species, C2H3I2NO in total at a distorted geometry.

The geometry in XYZ format:
```
9
Properties=species:S:1:pos:R:3
C -0.99194 -0.01241 0.73061
C -0.40062 0.16185 -0.55757
N -0.15443 0.43381 -1.64841
O 0.14111 0.78875 -2.75025
H -0.97583 -1.04174 1.20906
H -0.35510 0.70632 1.37593
H -1.94223 0.60981 0.64440
I 2.11554 -1.94638 -0.17030
I 2.56350 0.29999 1.16652
```

Computed properties:
Structure (SMILES) ... CC#[N+][O-].II
LUMO ... -0.068 hartree
Total charge ... 0
HOMO ... -9.177 eV

=====

Density functional theory data (ωB97M-V/def2-TZVPD) for the molecule C30H42N4O4 at a distorted geometry.

The geometry in XYZ format:
```
80
Properties=species:S:1:pos:R:3
C 4.02976 1.86823 -6.85920
C 3.69457 2.00678 -5.40451
C 4.25242 3.03625 -4.65631
C 3.98167 3.18052 -3.30222
C 4.59092 4.30565 -2.52197
C 3.12629 2.27352 -2.69471
C 2.53834 1.25259 -3.43016
C 1.63828 0.29541 -2.72479
O 1.84138 -0.08198 -1.58353
N 0.56022 -0.08610 -3.44929
C -0.31931 -1.16176 -3.01607
C 0.43715 -2.49588 -3.04907
C 0.94182 -2.79752 -4.45128
N 1.56406 -3.99362 -4.55570
O 0.81013 -2.05711 -5.40104
C -0.90021 -0.80373 -1.66617
C -0.66358 -1.52163 -0.48897
C -1.18655 -1.11506 0.70992
C -1.97775 0.04751 0.83526
N -2.46143 0.45917 2.01611
C -2.29303 -0.17936 3.30033
C -2.46268 0.88530 4.38716
C -1.23276 1.78354 4.55472
C 0.00442 1.07002 5.10929
C -0.15523 0.59991 6.55687
C 0.84979 -0.48450 6.95875
C 0.60983 -1.84126 6.28864
C -0.65388 -2.54815 6.78462
C -1.17580 -3.62312 5.82550
C -1.71319 -3.08002 4.49745
C -2.99498 -2.25794 4.65171
C -3.28955 -1.34596 3.45789
C -2.22533 0.76548 -0.36749
N -3.01610 1.93222 -0.41781
O -3.19220 2.47414 -1.49561
O -3.51573 2.37066 0.62125
C -1.67884 0.32609 -1.57883
C 2.83220 1.11589 -4.78295
H 3.78758 2.78581 -7.39359
H 5.09568 1.68140 -6.98593
H 3.47786 1.04686 -7.30873
H 4.92083 3.73560 -5.13990
H 4.54572 4.10514 -1.45475
H 5.62886 4.45895 -2.81049
H 4.04863 5.23094 -2.71847
H 2.89971 2.34848 -1.64157
H 0.54133 0.12989 -4.43326
H -1.13277 -1.20514 -3.74984
H -0.20986 -3.31030 -2.71905
H 1.29914 -2.42693 -2.38164
H 1.95745 -4.26214 -5.44241
H 1.71643 -4.58880 -3.76186
H -0.05197 -2.40857 -0.50577
H -0.98072 -1.70234 1.58906
H -3.05455 1.28464 1.98042
H -1.27590 -0.57440 3.35220
H -2.68960 0.40052 5.33478
H -3.32365 1.50842 4.13280
H -1.49407 2.60553 5.22462
H -0.98157 2.21631 3.58389
H 0.24557 0.22129 4.46999
H 0.85342 1.75460 5.05179
H -1.16427 0.22111 6.71405
H -0.03204 1.45717 7.22255
H 0.80958 -0.61722 8.04260
H 1.85556 -0.14083 6.70584
H 0.55529 -1.69652 5.21060
H 1.47265 -2.48408 6.47765
H -1.44069 -1.81529 6.95939
H -0.44158 -3.01659 7.74844
H -1.97228 -4.18010 6.32483
H -0.36610 -4.32524 5.61234
H -0.93653 -2.47628 4.02990
H -1.90877 -3.92083 3.82760
H -2.93414 -1.65120 5.55392
H -3.83769 -2.93991 4.78478
H -4.29371 -0.92943 3.56363
H -3.27377 -1.93998 2.54101
H -1.88347 0.91768 -2.45875
H 2.41791 0.29565 -5.35326
```

Computed properties:
Structure (SMILES) ... Cc1cc(C)cc(C(=O)N[C@@H](CC(N)=O)c2ccc(NC3CCCCCCCCCCC3)c([N+](=O)[O-])c2)c1
LUMO ... -0.005 hartree
Total charge ... 0
HOMO ... -7.834 eV

=====

Density functional theory data (ωB97M-V/def2-TZVPD) for a structure of composition C25H28CrF4N5O8.

The geometry in XYZ format:
```
71
Properties=species:S:1:pos:R:3
Cr 0.15096 -0.52364 -0.35427
C 3.71293 0.04347 -0.24046
C 2.99149 0.70074 -1.40473
N 1.61997 1.16220 -1.11241
C 1.08359 1.83608 -2.31673
C -0.32813 1.41363 -2.69042
C 1.57086 2.02925 0.07327
C 0.14382 2.37014 0.45744
N -0.58942 1.13804 0.69519
C -1.79837 1.23276 1.27527
C -2.40639 0.09042 1.85400
F -1.70660 -1.06209 1.86830
C -3.64127 0.10365 2.44912
F -4.11611 -1.04209 2.97987
C -4.40242 1.25655 2.54691
C -3.83678 2.39047 2.00559
F -4.52598 3.55152 2.04661
C -2.60021 2.39360 1.39520
F -2.19253 3.56846 0.84639
H 4.58422 -0.49300 -0.61987
H 3.06574 -0.66868 0.27349
H 4.06632 0.77131 0.49058
H 2.90542 -0.01249 -2.22655
H 3.58691 1.55032 -1.77567
H 1.74303 1.59596 -3.15245
H 1.14231 2.92301 -2.17718
H -0.35433 0.34748 -2.92782
H -0.65640 1.96337 -3.57554
H -1.04320 1.59739 -1.88812
H 2.14552 2.95503 -0.09732
H 2.02671 1.49030 0.90358
H -0.30165 2.99741 -0.32464
H 0.18537 2.99677 1.35705
H -5.37245 1.26527 3.01831
O 0.81856 -3.83052 1.57169
C 1.26465 -2.91767 0.87902
O 1.10526 -1.66156 1.08398
C 2.08578 -3.28796 -0.34499
C 3.02554 -4.27946 -0.21832
C 3.84481 -4.62499 -1.29365
C 3.70962 -3.99760 -2.51520
C 2.71788 -3.05207 -2.66045
C 1.86796 -2.62797 -1.59584
O 0.96600 -1.74419 -1.77392
N 2.57643 -2.45765 -3.98315
O 1.45727 -2.23719 -4.40418
O 3.60081 -2.20908 -4.60377
N 4.85015 -5.65749 -1.13790
O 5.50425 -5.97818 -2.11900
O 4.93166 -6.22261 -0.06089
H 3.12303 -4.79327 0.72765
H 4.34744 -4.25297 -3.34730
O -1.73600 -1.13366 -1.17355
C -1.94768 -2.36066 -1.20151
C -2.60786 -2.97103 -2.40816
C -1.57435 -3.69346 -3.28868
C -1.22754 -5.09785 -2.79932
C -0.60678 -5.16975 -1.40627
C -1.49777 -4.63234 -0.28920
N -1.54564 -3.17617 -0.22496
H -3.06070 -2.14541 -2.95313
H -3.39926 -3.66190 -2.10413
H -0.66913 -3.08184 -3.35552
H -1.97893 -3.77060 -4.30015
H -0.53642 -5.55093 -3.51494
H -2.13490 -5.71471 -2.81091
H 0.34198 -4.62935 -1.38331
H -0.37725 -6.21382 -1.17796
H -1.10703 -4.95132 0.67452
H -2.51194 -5.03489 -0.38586
H -1.10938 -2.74574 0.58268
```

Computed properties:
⟨S²⟩ ... 6.01
LUMO (spin up / spin down) ... 0.078 / 0.077 hartree
Total charge ... -1
HOMO (spin up / spin down) ... -4.396 / -4.892 eV
2S+1 ... 5

=====

Going through the records in order, we get ΔE to the lowest compared entry with this formula, charge and spin values of 1.033 2.766 1.524 0.067 eV.
Going through the records in order, we get energy values of -214046.3030 -21858.6069 -45942.1835 -89501.6523 eV.